C3H11NO2 | ωB97M-V/def2-TZVPD

Cartesian coordinates (Å):
1 C 2.606 0.381 -0.374
2 C 1.363 -0.031 0.407
3 C 0.816 -1.285 0.335
4 N -0.361 -1.954 0.507
5 H 3.102 -0.492 -0.828
6 H 3.207 0.976 0.244
7 H 2.385 1.024 -1.202
8 H 0.713 0.578 0.900
9 H 1.625 -1.957 0.141
10 H -0.364 -2.961 0.842
11 H -1.069 -1.291 0.982
12 H -1.363 1.888 -0.100
13 H -1.016 3.230 0.629
14 O -1.439 2.346 0.735
15 H -1.417 -0.320 -0.934
16 H -2.351 -0.417 -2.164
17 O -2.266 0.032 -1.268

Energy above the lowest of the compared OMol25 structures with the same formula, charge and spin, kJ/mol: 111.8
E_LUMO (spin up / spin down), eV: -4.02 / -7.82
Calculated total energy, Ha: -325.78100
Total charge: +1
2S+1: 2

---

C10H16O | ωB97M-V/def2-TZVPD

Cartesian coordinates (Å):
1 C 1.982 -1.505 1.800
2 C -1.493 0.249 1.747
3 C -0.478 -0.755 1.788
4 C -0.951 1.566 1.879
5 C 0.859 -0.444 1.930
6 C 0.436 1.877 1.816
7 C 1.363 0.867 1.817
8 O -1.877 2.618 1.556
9 H -2.546 0.025 1.635
10 H -0.843 -1.762 1.750
11 H -2.343 2.766 2.422
12 H 0.600 2.837 1.677
13 H 2.630 -1.132 1.025
14 H 1.469 -2.465 1.335
15 H 2.516 0.977 1.849
16 H 2.555 -1.808 2.744
17 C -0.383 -0.115 -1.933
18 C -1.352 0.107 -3.151
19 C 0.746 -1.018 -2.596
20 H -0.066 0.780 -1.390
21 H -0.963 -0.772 -1.197
22 H -1.754 -0.838 -3.510
23 H 0.684 -0.899 -3.680
24 H 1.704 -0.561 -2.203
25 H -0.813 0.668 -3.985
26 H -2.244 0.822 -2.900
27 H 0.562 -2.085 -2.227

Energy above the lowest of the compared OMol25 structures with the same formula, charge and spin, kJ/mol: 165.0
E_LUMO (spin up / spin down), eV: 3.71 / 3.60
Calculated total energy, Ha: -465.76171
Total charge: -1
2S+1: 2

---

C4H10N2O2 | ωB97M-V/def2-TZVPD

Cartesian coordinates (Å):
1 C 2.291 -0.410 0.774
2 N 1.277 -0.821 -0.276
3 C 0.458 0.094 -0.717
4 C -0.690 0.492 0.318
5 N -1.454 1.754 -0.049
6 C -1.829 -0.650 0.233
7 O -2.585 -0.754 1.239
8 O -1.876 -1.326 -0.849
9 H 2.965 0.284 0.441
10 H 2.029 -0.305 1.710
11 H 2.785 -1.154 0.964
12 H 1.666 -1.197 -0.952
13 H 0.819 1.155 -1.083
14 H -0.224 0.009 -1.806
15 H -0.273 0.674 1.559
16 H -0.922 2.429 -0.037
17 H -1.888 1.908 -0.842
18 H -2.548 -2.183 -0.628

Energy above the lowest of the compared OMol25 structures with the same formula, charge and spin, kJ/mol: 740.4
E_LUMO, eV: 0.60
Calculated total energy, Ha: -418.17896
SMILES: CNC[C@@H](N)C(=O)O
Total charge: 0

---

C3H9NS | ωB97M-V/def2-TZVPD

Cartesian coordinates (Å):
1 C 1.571 0.930 -1.703
2 C 0.893 1.768 -0.967
3 H 1.160 -0.109 -1.977
4 H 2.623 1.068 -1.853
5 H -0.134 1.742 -0.799
6 H 1.399 2.553 -0.461
7 C 0.049 -1.405 1.540
8 S -1.697 -1.374 1.683
9 N -2.023 -0.494 0.134
10 H 0.295 -1.707 0.587
11 H 0.280 -2.300 2.250
12 H 0.418 -0.393 1.648
13 H -2.060 0.476 0.462
14 H -2.775 -0.755 -0.544

Energy above the lowest of the compared OMol25 structures with the same formula, charge and spin, kJ/mol: 226.9
E_LUMO, eV: 0.85
Calculated total energy, Ha: -572.55367
SMILES: C=C.CSN
Total charge: 0

---

C3H10NOPS | ωB97M-V/def2-TZVPD

Cartesian coordinates (Å):
1 C -1.877 -1.397 -1.982
2 N -2.011 -0.310 -1.067
3 P -1.376 1.252 -1.089
4 C 0.164 1.098 -0.123
5 O -1.096 1.794 -2.363
6 H -2.036 -0.989 -2.975
7 H -0.961 -1.904 -1.771
8 H -2.790 -2.049 -1.668
9 H -2.131 -0.593 -0.149
10 H -2.149 1.964 -0.303
11 H 0.192 1.287 0.948
12 H 0.503 0.030 -0.435
13 H 0.864 1.795 -0.521
14 C 3.771 -0.565 3.391
15 S 2.598 0.524 3.304
16 H 3.825 -1.490 2.710
17 H 4.511 -0.445 4.093

Energy above the lowest of the compared OMol25 structures with the same formula, charge and spin, kJ/mol: 290.2
E_LUMO, eV: -0.57
Calculated total energy, Ha: -989.78737
SMILES: CN[P@@H](C)=O.C=S
Total charge: 0

---

CH6OS2 | ωB97M-V/def2-TZVPD

Cartesian coordinates (Å):
1 C -0.355 -2.075 2.797
2 O 0.547 -1.337 2.000
3 H -0.789 -2.846 2.166
4 H -1.170 -1.459 3.187
5 H 0.137 -2.571 3.639
6 H 1.065 -0.734 2.542
7 S 0.565 0.943 -2.102
8 S -0.716 0.795 -0.451
9 H 0.347 2.250 -2.255
10 H -0.315 -0.454 -0.174

Energy above the lowest of the compared OMol25 structures with the same formula, charge and spin, kJ/mol: 75.5
E_LUMO, eV: 0.44
Calculated total energy, Ha: -913.27373
SMILES: CO.SS
Total charge: 0

---

C16H23Br30NO2 | ωB97M-V/def2-TZVPD

Cartesian coordinates (Å):
1 C 3.632 3.418 -1.112
2 C 3.423 3.703 -2.592
3 C 2.001 4.049 -2.908
4 O 1.771 5.361 -2.337
5 C 0.544 5.694 -1.931
6 O 0.384 6.578 -1.105
7 N -0.544 4.974 -2.537
8 C -1.443 4.428 -1.493
9 C -1.590 2.921 -1.622
10 H 4.544 2.877 -0.940
11 H 2.782 2.884 -0.703
12 H 3.707 4.357 -0.579
13 H 4.052 4.546 -2.850
14 H 3.741 2.872 -3.210
15 H 1.330 3.305 -2.505
16 H 1.897 4.131 -3.976
17 H -1.067 5.692 -3.017
18 H -2.422 4.882 -1.546
19 H -1.052 4.651 -0.510
20 H -1.632 2.668 -2.669
21 H -2.473 2.582 -1.100
22 H -0.720 2.425 -1.220
23 C -1.553 1.517 2.431
24 Br -3.277 2.280 2.048
25 Br -1.502 -0.366 2.050
26 Br -0.141 2.452 1.520
27 H -1.385 1.635 3.491
28 C 6.936 0.793 2.378
29 Br 6.171 -0.586 1.275
30 Br 7.870 2.099 1.319
31 Br 5.605 1.609 3.498
32 H 7.660 0.322 3.024
33 C -4.340 -0.404 5.363
34 Br -4.905 -1.728 6.643
35 Br -5.744 0.860 5.017
36 Br -2.719 0.477 5.920
37 H -4.124 -0.916 4.435
38 C -1.906 -4.306 4.027
39 Br -0.607 -4.340 2.606
40 Br -1.568 -2.872 5.260
41 Br -3.698 -4.218 3.338
42 H -1.814 -5.235 4.569
43 C -0.538 3.145 -6.090
44 Br -1.744 3.445 -7.557
45 Br -0.562 1.305 -5.520
46 Br 1.250 3.706 -6.515
47 H -0.874 3.747 -5.256
48 C -5.017 -7.672 1.453
49 Br -6.280 -6.868 2.658
50 Br -4.649 -6.518 -0.040
51 Br -3.403 -8.171 2.376
52 H -5.460 -8.577 1.066
53 C -0.672 -8.493 -1.174
54 Br 0.762 -8.333 -2.447
55 Br -0.652 -7.052 0.101
56 Br -2.380 -8.647 -2.046
57 H -0.512 -9.409 -0.626
58 C 2.135 -0.185 -7.720
59 Br 2.906 -0.661 -6.020
60 Br 3.188 1.099 -8.692
61 Br 1.797 -1.751 -8.783
62 H 1.179 0.275 -7.520
63 C -4.533 -0.011 10.146
64 Br -6.164 -0.023 11.167
65 Br -4.271 1.667 9.248
66 Br -3.013 -0.481 11.227
67 H -4.628 -0.766 9.381
68 C 5.345 -2.499 -2.039
69 Br 4.396 -3.686 -0.855
70 Br 6.387 -3.478 -3.324
71 Br 4.151 -1.261 -2.904
72 H 6.034 -1.920 -1.443

E_LUMO, eV: -0.24
Calculated total energy, Ha: -78048.99601
Total charge: 0

---

C61H58Br4CdGe2N2O2S5 | ωB97M-V/def2-TZVPD

Cartesian coordinates (Å):
1 Cd 0.009 -2.556 1.986
2 Br -3.678 -7.250 5.900
3 C -2.496 -5.863 5.368
4 C -1.761 -5.174 6.313
5 Br -2.023 -5.491 8.166
6 C -0.832 -4.209 5.879
7 Br 0.214 -3.245 7.149
8 C -0.608 -3.903 4.534
9 O 0.313 -3.076 4.139
10 C -1.464 -4.551 3.549
11 O -1.373 -4.219 2.303
12 C -2.341 -5.538 4.009
13 Br -3.350 -6.436 2.670
14 C 6.876 -0.922 -0.367
15 C 5.626 -1.104 -1.188
16 C 4.916 -0.011 -1.663
17 C 3.772 -0.165 -2.436
18 C 3.084 1.052 -3.007
19 C 3.308 -1.457 -2.728
20 C 4.032 -2.574 -2.288
21 C 3.637 -3.983 -2.650
22 C 5.170 -2.375 -1.516
23 C 2.145 -1.575 -3.664
24 C 2.499 -1.838 -4.986
25 C 1.558 -1.842 -5.996
26 C 0.248 -1.536 -5.686
27 C -0.138 -1.248 -4.377
28 C 0.800 -1.296 -3.326
29 Ge 0.292 -1.114 -1.366
30 S 0.830 -2.935 -0.349
31 S -1.892 -0.621 -0.867
32 Ge -0.929 0.721 0.704
33 S -0.550 -0.189 2.625
34 S 1.003 0.882 -0.509
35 C -1.890 2.444 1.137
36 C -3.158 2.352 1.739
37 C -3.792 3.495 2.220
38 C -3.185 4.736 2.125
39 C -1.948 4.839 1.514
40 C -1.298 3.711 1.014
41 C -0.016 3.946 0.280
42 C -0.060 4.265 -1.080
43 C -1.362 4.345 -1.842
44 C 1.129 4.521 -1.759
45 C 2.351 4.478 -1.112
46 C 3.643 4.736 -1.846
47 C 2.373 4.191 0.248
48 C 1.214 3.918 0.958
49 C 1.284 3.612 2.430
50 C -3.885 1.050 1.854
51 C -4.521 0.513 0.734
52 C -4.558 1.234 -0.589
53 C -5.168 -0.716 0.845
54 C -5.203 -1.411 2.040
55 C -5.860 -2.762 2.147
56 C -4.617 -0.830 3.162
57 C -3.974 0.395 3.097
58 C -3.388 1.005 4.342
59 C -1.580 -0.879 -4.237
60 C -1.966 0.463 -4.226
61 C -0.954 1.578 -4.222
62 C -3.324 0.774 -4.230
63 C -4.296 -0.212 -4.248
64 C -5.764 0.132 -4.270
65 C -3.892 -1.542 -4.249
66 C -2.550 -1.891 -4.246
67 C -2.144 -3.343 -4.224
68 H 7.090 0.137 -0.215
69 H 7.734 -1.386 -0.861
70 H 6.755 -1.388 0.612
71 H 5.271 0.991 -1.441
72 H 3.658 1.954 -2.783
73 H 2.083 1.180 -2.588
74 H 2.981 0.964 -4.091
75 H 2.738 -4.004 -3.261
76 H 3.433 -4.553 -1.744
77 H 4.445 -4.482 -3.193
78 H 5.719 -3.240 -1.152
79 H 3.540 -2.044 -5.209
80 H 1.847 -2.056 -7.019
81 H -0.501 -1.493 -6.469
82 H -4.774 3.397 2.668
83 H -3.679 5.618 2.516
84 H -1.467 5.806 1.405
85 H -2.202 3.991 -1.249
86 H -1.306 3.745 -2.751
87 H -1.566 5.379 -2.138
88 H 1.091 4.746 -2.822
89 H 3.461 4.952 -2.899
90 H 4.297 3.863 -1.783
91 H 4.177 5.582 -1.406
92 H 3.323 4.154 0.768
93 H 2.304 3.733 2.800
94 H 0.975 2.583 2.633
95 H 0.616 4.265 2.997
96 H -4.089 2.214 -0.531
97 H -5.594 1.366 -0.912
98 H -4.033 0.654 -1.347
99 H -5.638 -1.143 -0.037
100 H -6.320 -3.050 1.201
101 H -6.629 -2.761 2.923
102 H -5.123 -3.523 2.412
103 H -4.653 -1.358 4.110
104 H -3.581 0.370 5.207
105 H -3.808 1.995 4.534
106 H -2.310 1.116 4.231
107 H 0.002 1.257 -4.632
108 H -0.770 1.918 -3.198
109 H -1.318 2.428 -4.803
110 H -3.625 1.819 -4.215
111 H -5.913 1.209 -4.196
112 H -6.283 -0.343 -3.435
113 H -6.232 -0.219 -5.193
114 H -4.645 -2.326 -4.251
115 H -3.018 -3.987 -4.131
116 H -1.478 -3.539 -3.380
117 H -1.604 -3.619 -5.131
118 N 3.128 -3.146 4.880
119 C 3.346 -2.311 3.835
120 S 3.583 -2.931 2.311
121 N 3.393 -0.997 4.199
122 C 3.829 0.145 3.505
123 C 4.351 1.181 4.283
124 C 4.823 2.344 3.697
125 C 4.777 2.494 2.319
126 C 4.235 1.476 1.547
127 C 3.758 0.307 2.121
128 H 2.805 -4.050 4.585
129 H 2.582 -2.788 5.652
130 H 3.220 -0.839 5.178
131 H 4.403 1.068 5.361
132 H 5.230 3.131 4.320
133 H 5.138 3.404 1.853
134 H 4.152 1.596 0.472
135 H 3.329 -0.462 1.498

E_LUMO, eV: 3.75
Calculated total energy, Ha: -19228.30767
Total charge: -2

---

C38H35FNO7 | ωB97M-V/def2-TZVPD

Cartesian coordinates (Å):
1 C -3.181 2.041 0.556
2 C -2.281 3.182 0.203
3 O -1.645 3.826 0.988
4 O -2.248 3.433 -1.136
5 C -1.034 3.972 -1.651
6 C -0.167 2.848 -2.221
7 C 0.873 2.356 -1.223
8 C 2.060 1.653 -1.932
9 N 2.462 0.284 -1.397
10 C 1.665 -0.295 -0.254
11 C 0.990 0.779 0.570
12 C 1.941 1.614 1.432
13 C 1.295 2.799 2.104
14 F 2.382 0.706 2.405
15 O 0.179 1.542 -0.294
16 H -3.768 1.699 -0.293
17 H -2.566 1.235 0.961
18 H -3.855 2.373 1.350
19 H -0.508 4.523 -0.866
20 H -1.288 4.690 -2.433
21 H 0.340 3.218 -3.121
22 H -0.790 2.001 -2.526
23 H 1.277 3.242 -0.715
24 H 1.870 1.534 -3.000
25 H 2.948 2.280 -1.839
26 H 3.441 0.331 -1.112
27 H 2.440 -0.383 -2.168
28 H 0.900 -0.942 -0.687
29 H 2.326 -0.922 0.349
30 H 0.328 0.242 1.257
31 H 2.855 1.898 0.886
32 H 0.395 2.487 2.638
33 H 2.001 3.215 2.828
34 H 1.021 3.588 1.404
35 C 3.439 -6.798 5.431
36 C 4.208 -6.907 6.585
37 C 4.650 -5.769 7.237
38 C 4.330 -4.514 6.735
39 C 3.568 -4.403 5.569
40 C 3.121 -5.550 4.924
41 C 3.236 -3.072 4.991
42 O 2.577 -2.969 3.975
43 C 3.753 -1.863 5.695
44 C 3.486 -0.612 5.155
45 C 3.951 0.528 5.788
46 C 4.678 0.423 6.969
47 C 4.946 -0.823 7.512
48 C 4.489 -1.970 6.875
49 C 4.806 -3.304 7.466
50 O 5.430 -3.397 8.499
51 H 3.090 -7.690 4.928
52 H 4.461 -7.884 6.976
53 H 5.243 -5.838 8.138
54 H 2.525 -5.451 4.027
55 H 2.912 -0.548 4.244
56 H 3.745 1.503 5.364
57 H 5.035 1.315 7.467
58 H 5.510 -0.921 8.430
59 C -4.950 4.109 -5.547
60 C -4.090 3.849 -4.485
61 C -3.665 2.554 -4.241
62 C -4.101 1.514 -5.049
63 C -4.978 1.771 -6.102
64 C -5.395 3.073 -6.352
65 C -5.489 0.664 -6.962
66 O -6.243 0.884 -7.882
67 C -5.041 -0.723 -6.642
68 C -5.538 -1.778 -7.395
69 C -5.129 -3.073 -7.126
70 C -4.216 -3.321 -6.107
71 C -3.717 -2.273 -5.352
72 C -4.130 -0.972 -5.611
73 C -3.599 0.138 -4.774
74 O -2.776 -0.064 -3.899
75 H -5.281 5.120 -5.741
76 H -3.761 4.657 -3.843
77 H -3.011 2.331 -3.410
78 H -6.070 3.258 -7.176
79 H -6.245 -1.571 -8.187
80 H -5.522 -3.894 -7.711
81 H -3.896 -4.334 -5.902
82 H -3.010 -2.452 -4.554

Energy above the lowest of the compared OMol25 structures with the same formula, charge and spin, kJ/mol: 12.8
E_LUMO, eV: -3.37
Calculated total energy, Ha: -2150.15573
Total charge: +1

---

C41H44N6P2PdSTe | ωB97M-V/def2-TZVPD

Cartesian coordinates (Å):
1 Pd -0.020 -0.013 -0.476
2 C 2.257 2.333 2.455
3 N 1.730 1.214 1.660
4 P 2.204 0.615 0.146
5 C 2.756 -1.093 0.502
6 C 3.044 -1.928 -0.576
7 C 3.687 -3.137 -0.366
8 C 4.016 -3.538 0.924
9 C 3.699 -2.725 2.002
10 C 3.084 -1.496 1.791
11 C 3.832 1.236 -0.333
12 C 4.070 1.539 -1.670
13 C 5.354 1.862 -2.093
14 C 6.390 1.895 -1.175
15 C 6.152 1.596 0.163
16 C 4.880 1.259 0.589
17 P 0.108 0.727 1.749
18 C -0.927 2.202 1.597
19 C -2.219 2.195 2.123
20 C -3.069 3.266 1.896
21 C -2.636 4.356 1.152
22 C -1.352 4.368 0.625
23 C -0.507 3.289 0.834
24 C -0.115 0.099 3.413
25 C -0.407 0.989 4.452
26 C -0.471 0.526 5.757
27 C -0.254 -0.817 6.031
28 C 0.042 -1.702 5.003
29 C 0.114 -1.246 3.698
30 H 3.195 2.679 2.024
31 H 2.451 2.013 3.480
32 H 1.553 3.164 2.471
33 H 2.791 -1.626 -1.588
34 H 3.932 -3.770 -1.209
35 H 4.519 -4.482 1.087
36 H 3.954 -3.032 3.007
37 H 2.878 -0.847 2.635
38 H 3.265 1.491 -2.392
39 H 5.543 2.087 -3.134
40 H 7.391 2.145 -1.500
41 H 6.967 1.615 0.874
42 H 4.714 0.999 1.626
43 H -2.570 1.357 2.711
44 H -4.070 3.250 2.307
45 H -3.296 5.198 0.994
46 H -1.008 5.221 0.055
47 H 0.496 3.310 0.420
48 H -0.582 2.037 4.248
49 H -0.692 1.216 6.560
50 H -0.314 -1.174 7.050
51 H 0.217 -2.747 5.221
52 H 0.363 -1.933 2.901
53 C -3.939 1.886 -1.776
54 C -2.645 1.588 -1.386
55 N -2.345 0.539 -0.614
56 C -3.347 -0.255 -0.241
57 C -4.665 -0.086 -0.644
58 C -4.965 1.035 -1.405
59 C -5.668 -1.112 -0.275
60 C -5.661 -2.363 -0.734
61 C -4.722 -2.928 -1.731
62 C -4.502 -4.300 -1.777
63 C -3.584 -4.763 -2.705
64 N -2.955 -3.949 -3.550
65 C -3.281 -2.666 -3.458
66 N -4.116 -2.102 -2.593
67 H -4.130 2.760 -2.384
68 H -1.819 2.222 -1.684
69 H -3.103 -1.084 0.412
70 H -5.982 1.224 -1.724
71 H -6.443 -0.821 0.426
72 H -6.411 -3.050 -0.359
73 H -5.029 -4.979 -1.121
74 H -3.348 -5.819 -2.774
75 H -2.810 -1.998 -4.172
76 S 0.039 -0.182 -2.772
77 C 0.634 1.284 -3.419
78 N 0.926 2.418 -2.785
79 C 1.473 3.432 -3.695
80 C 1.267 2.783 -5.082
81 N 0.813 1.436 -4.727
82 H 1.034 2.413 -1.783
83 H 2.524 3.620 -3.473
84 H 0.924 4.366 -3.602
85 H 2.187 2.737 -5.661
86 H 0.509 3.302 -5.667
87 H 0.581 0.712 -5.387
88 C 0.491 -4.222 -0.757
89 Te -0.933 -2.664 -0.634
90 C -1.501 -3.185 1.343
91 H 1.208 -4.134 0.052
92 H 0.995 -4.163 -1.718
93 H -0.074 -5.149 -0.693
94 H -2.205 -4.013 1.303
95 H -1.957 -2.330 1.834
96 H -0.601 -3.485 1.871

Energy above the lowest of the compared OMol25 structures with the same formula, charge and spin, kJ/mol: 117.1
E_LUMO (spin up / spin down), eV: -6.21 / -6.20
Calculated total energy, Ha: -3393.66880
Total charge: +2